Below is a molecular structure, C46H52As2F2N2O12PbSbSe4, with properties calculated with the ωB97M-V functional and the def2-TZVPD basis.

Geometry as XYZ:
```
122
Properties=species:S:1:pos:R:3:forces:R:3
Pb 1.077507 -0.026105 0.753770 -0.509 0.247 -0.454
Se 3.792952 0.213355 6.723706 -0.007 -0.010 -0.028
Sb 3.788353 -1.685575 5.319603 -0.060 -0.033 -0.024
Se 5.087359 -1.171438 1.952054 -0.061 -0.054 -0.028
Se 2.823149 -1.265181 2.655822 0.577 -0.300 0.365
Se 6.099586 -1.502795 4.067559 -0.042 0.066 -0.021
C -2.662363 1.951920 3.614242 0.035 0.002 0.050
C -1.389929 1.134648 3.370012 -0.025 -0.005 -0.044
C -1.585612 -0.335582 3.841706 -0.043 0.059 0.005
C -0.172224 1.803943 3.969861 -0.018 -0.016 0.034
C -0.118646 2.056071 5.341798 -0.020 0.030 -0.027
C 0.969488 2.690140 5.909361 0.029 0.030 -0.076
C 2.035605 3.064197 5.103124 -0.043 -0.036 0.049
C 2.023432 2.826531 3.737586 0.026 0.000 0.058
C 3.230066 3.212768 2.906010 0.056 -0.026 -0.086
C 3.459743 4.724785 2.904923 -0.051 0.032 -0.005
C 4.477621 2.467892 3.383862 0.008 0.035 0.012
C 0.898716 2.207309 3.159339 -0.034 -0.026 0.012
N 0.865617 2.026238 1.754214 0.052 -0.057 -0.009
C 0.711649 3.180627 1.026834 0.025 0.005 -0.018
C 0.093428 4.343631 1.527535 -0.060 0.007 0.019
C -0.033368 5.499310 0.773314 -0.006 -0.011 -0.045
C 0.456609 5.566428 -0.524078 0.003 -0.008 0.061
C 1.089763 4.444543 -1.045753 -0.022 0.004 -0.035
C 1.203067 3.312147 -0.281009 0.030 -0.107 -0.021
F 1.883945 2.252294 -0.816917 -0.032 0.037 0.017
H -3.514111 1.493780 3.103105 -0.006 -0.011 -0.005
H -2.547877 2.968054 3.233604 0.002 0.015 -0.005
H -2.900501 2.011588 4.679109 0.001 -0.002 0.010
H -1.228296 1.112224 2.295113 -0.031 0.028 -0.038
H 0.118345 -0.538026 4.735903 -0.002 0.003 0.017
H -1.429371 -2.334954 3.230559 -0.041 0.007 0.040
H -2.623248 -0.461267 4.176440 0.010 -0.009 -0.021
H -0.939310 1.732323 5.969314 0.005 0.002 0.000
H 1.005537 2.863957 6.977343 0.006 -0.006 0.002
H 2.908683 3.520975 5.554720 0.000 0.007 0.002
H 3.034311 2.906292 1.875252 0.047 -0.002 0.110
H 3.693976 5.085216 3.909675 0.000 0.001 0.024
H 2.575831 5.257858 2.547757 0.029 -0.012 0.006
H 4.299901 4.980505 2.255324 0.020 0.008 -0.010
H 4.712571 2.702567 4.423992 0.009 0.018 0.004
H 5.341007 2.737281 2.769946 0.016 -0.003 -0.010
H 4.341527 1.389020 3.321303 -0.020 -0.031 0.003
H -0.286386 4.317396 2.541649 0.010 0.015 -0.007
H -0.525632 6.359503 1.210849 0.001 0.011 0.005
H 0.360077 6.467780 -1.114008 -0.006 0.004 -0.007
H 1.511260 4.429782 -2.042301 -0.002 0.012 -0.037
C -5.492971 -4.028068 2.561898 0.000 -0.034 -0.018
C -5.727909 -3.098787 1.385172 -0.007 0.065 0.008
C -6.216324 -3.856280 0.158569 0.024 -0.019 -0.008
C -6.641366 -2.867500 -0.912751 -0.004 0.020 -0.004
C -5.558677 -1.846929 -1.156110 -0.001 0.023 -0.028
C -5.526653 -1.132441 -2.333648 0.014 -0.038 0.019
C -4.511369 -0.213030 -2.566741 0.006 0.036 -0.018
F -4.533909 0.467634 -3.738010 0.022 -0.024 0.025
C -3.506301 0.001387 -1.668851 -0.004 0.066 -0.044
C -3.504591 -0.731615 -0.476863 0.034 0.004 0.050
C -2.372871 -0.532224 0.456703 -0.116 -0.104 0.061
O -1.491043 0.279196 0.170230 0.042 0.073 -0.013
C -2.409280 -1.346231 1.649744 -0.014 0.104 0.022
C -3.477963 -2.156621 1.843867 -0.054 -0.050 -0.026
N -4.534674 -2.322536 1.003350 0.037 0.018 -0.082
C -4.540696 -1.630866 -0.203159 -0.003 -0.072 0.059
C -1.318253 -1.356806 2.723204 -0.122 -0.034 -0.111
O -0.808039 -0.693654 4.967334 0.008 -0.081 0.042
O -0.045552 -1.272915 2.223727 0.233 0.084 0.100
H -6.409000 -4.593076 2.732710 -0.001 -0.010 0.004
H -5.261775 -3.495653 3.482460 -0.014 0.006 0.010
H -4.689250 -4.736942 2.355636 0.009 -0.003 -0.007
H -6.506902 -2.376346 1.664295 0.009 -0.020 0.029
H -7.046560 -4.506279 0.438092 -0.008 0.010 -0.001
H -5.402010 -4.489711 -0.205907 -0.015 -0.021 0.007
H -7.558546 -2.362304 -0.592980 0.000 -0.003 -0.001
H -6.874164 -3.379556 -1.847793 -0.005 0.001 0.000
H -6.286012 -1.288839 -3.089794 -0.007 0.008 -0.013
H -2.718704 0.725429 -1.836805 0.035 -0.002 -0.022
H -3.508755 -2.754051 2.742979 0.006 0.007 0.006
O 3.729534 -0.350296 -0.699686 0.041 0.009 -0.291
H 4.372260 0.364410 -0.761929 0.017 -0.023 0.063
H 4.074736 -1.083965 -1.226347 -0.004 -0.056 0.160
C -1.576395 0.694684 -5.791396 0.014 -0.010 -0.054
O -1.406650 1.532749 -4.651141 -0.044 0.044 0.007
C -0.587196 1.185244 -3.634329 -0.008 -0.114 0.040
O -0.646926 1.775284 -2.598012 -0.004 0.050 0.061
C 0.321152 -0.002713 -3.819775 0.030 -0.049 0.037
C 1.423685 0.047551 -4.565339 0.141 0.021 -0.021
As 2.613424 -1.440074 -5.023673 -0.070 -0.020 0.103
C 4.301694 -0.570387 -4.523744 0.004 -0.010 -0.008
C 2.430676 -2.472694 -3.372907 0.215 0.136 -0.279
C 1.368599 -2.554815 -2.584405 -0.266 -0.049 0.246
As -0.297704 -1.519424 -2.709885 0.017 -0.004 -0.040
C -1.029853 -2.591618 -4.200865 0.033 0.013 -0.018
C 1.351794 -3.584083 -1.483387 -0.082 0.015 -0.160
O 1.792040 -4.699860 -1.611827 -0.021 -0.070 0.048
O 0.741284 -3.127758 -0.399147 0.011 0.032 0.103
C 0.692462 -4.016699 0.736027 -0.042 -0.031 -0.025
C 3.642038 -3.319318 -3.131309 -0.023 -0.123 0.222
O 4.172362 -3.999810 -3.969900 0.024 0.061 -0.040
O 4.092668 -3.171145 -1.877117 0.091 0.215 -0.079
C 5.154526 -4.049797 -1.471308 -0.018 0.035 0.004
C 1.789757 1.265037 -5.356037 -0.186 -0.086 0.022
O 2.384266 1.213853 -6.408139 0.069 -0.022 0.025
O 1.371315 2.395356 -4.793298 0.083 0.016 -0.033
C 1.599471 3.591086 -5.547058 0.005 0.029 0.044
H -2.008116 1.327814 -6.561975 -0.013 -0.007 -0.001
H -2.272544 -0.113667 -5.563982 0.005 -0.002 0.003
H -0.635400 0.278229 -6.149481 -0.043 0.020 -0.014
H 4.529148 0.186857 -5.270036 0.009 0.000 0.000
H 5.089071 -1.323106 -4.529197 -0.007 0.001 0.006
H 4.217293 -0.116855 -3.537212 0.012 0.018 -0.010
H -0.351544 -2.606024 -5.053454 -0.021 -0.017 -0.007
H -1.996452 -2.186112 -4.497228 -0.008 0.000 0.004
H -1.174789 -3.609412 -3.839196 0.000 -0.003 0.005
H 0.325178 -3.402403 1.552937 0.065 0.061 0.012
H 1.688873 -4.400110 0.944835 -0.019 0.025 0.026
H 0.016262 -4.842469 0.514666 0.028 -0.031 -0.023
H 5.281660 -3.868119 -0.407613 0.026 0.008 -0.016
H 6.066277 -3.813965 -2.018036 0.002 -0.017 -0.006
H 4.866999 -5.081393 -1.663020 -0.021 0.000 0.006
H 1.079347 4.374495 -5.004723 0.013 0.006 -0.008
H 1.203198 3.486456 -6.555515 -0.006 -0.001 0.007
H 2.666834 3.800639 -5.599520 -0.009 0.001 -0.010
```
Forces are in eV/Å.

Properties
HOMO ... -0.1597 hartree
Strongest force on any atom ... 0.75 eV/A
Charge ... -1
Energy above the lowest of the compared OMol25 structures with the same formula, charge and spin ... 1.22 kcal per mole